(1)
A 7-piece molecular cluster, C22H60N2O13 overall at a distorted geometry. Source: the Open Molecules 2025 dataset; level of theory: ωB97M-V/def2-TZVPD.

Each line ends with the Löwdin charge.
CARTESIAN COORDINATES (ANGSTROEM)
C (-13.39, -20.99, -7.95)  -0.177
O (-14.55, -20.66, -8.55)  -0.143
C (-14.70, -19.17, -8.67)  -0.108
C (-15.29, -18.58, -7.29)  -0.124
N (-15.55, -17.15, -7.56)  -0.070
C (-16.88, -16.97, -7.99)  -0.208
C (-17.24, -15.49, -7.75)  -0.364
O (-18.08, -15.00, -8.48)  -0.125
C (-19.36, -15.52, -8.41)  -0.062
H (-13.41, -21.96, -7.69)  0.059
H (-13.29, -20.53, -7.00)  0.055
H (-12.46, -20.77, -8.47)  0.099
H (-15.23, -18.92, -9.57)  0.112
H (-13.82, -18.66, -8.74)  0.082
H (-14.51, -18.63, -6.59)  0.073
H (-16.25, -19.19, -6.99)  0.165
H (-14.98, -16.84, -8.26)  0.090
H (-17.59, -17.50, -7.44)  0.088
H (-17.10, -17.28, -9.01)  0.129
H (-16.45, -14.89, -8.08)  0.128
H (-17.52, -15.42, -6.69)  0.132
H (-20.05, -15.08, -9.16)  0.110
H (-19.84, -15.39, -7.41)  0.106
H (-19.20, -16.55, -8.61)  0.069
C (-7.81, -24.30, -0.91)  -0.123
O (-8.78, -24.56, -1.89)  -0.169
C (-9.52, -23.39, -2.27)  -0.176
C (-10.62, -23.14, -1.25)  -0.232
N (-11.14, -21.84, -1.42)  -0.109
C (-12.22, -21.59, -0.42)  -0.130
C (-12.61, -20.15, -0.55)  -0.382
O (-13.55, -19.56, 0.03)  -0.163
C (-13.54, -19.34, 1.43)  -0.037
H (-6.95, -24.93, -0.81)  0.088
H (-8.19, -24.22, 0.06)  0.063
H (-7.35, -23.38, -1.12)  0.067
H (-10.00, -23.58, -3.25)  0.118
H (-8.72, -22.71, -2.49)  0.116
H (-10.22, -23.19, -0.21)  0.126
H (-11.41, -23.87, -1.36)  0.133
H (-10.34, -21.16, -1.14)  0.177
H (-11.73, -21.60, 0.53)  0.112
H (-12.99, -22.34, -0.60)  0.140
H (-12.75, -19.89, -1.55)  0.102
H (-11.71, -19.50, -0.48)  0.145
H (-12.55, -18.91, 1.73)  0.112
H (-13.65, -20.25, 1.98)  0.085
H (-14.41, -18.66, 1.58)  0.107
C (-15.55, -20.54, -2.67)  -0.053
C (-15.16, -20.01, -4.01)  -0.329
O (-13.79, -19.93, -4.18)  -0.123
H (-15.37, -21.59, -2.47)  0.092
H (-16.57, -20.37, -2.57)  0.048
H (-15.04, -19.95, -1.89)  0.076
H (-15.56, -18.99, -4.16)  0.102
H (-15.43, -20.64, -4.82)  0.105
H (-13.41, -20.73, -3.73)  0.063
C (-11.88, -22.43, -4.93)  -0.271
C (-10.95, -21.30, -5.22)  -0.259
O (-10.54, -21.53, -6.53)  -0.086
O (-12.52, -22.34, -3.70)  -0.091
H (-11.52, -23.50, -5.19)  0.161
H (-12.70, -22.29, -5.54)  0.075
H (-10.05, -21.34, -4.53)  0.129
H (-11.43, -20.32, -5.30)  0.119
H (-10.01, -20.77, -6.88)  0.122
H (-11.86, -22.27, -2.97)  0.033
C (-17.23, -18.89, 0.21)  -0.303
C (-18.55, -18.73, 0.69)  -0.250
O (-19.07, -17.55, 0.12)  -0.003
O (-16.56, -19.93, 0.83)  -0.036
H (-16.60, -18.03, 0.43)  0.138
H (-17.23, -19.13, -0.85)  0.098
H (-18.33, -18.46, 1.74)  0.142
H (-19.15, -19.59, 0.76)  0.117
H (-19.06, -17.61, -0.78)  -0.002
H (-15.66, -19.84, 0.64)  -0.004
C (-17.99, -16.76, -3.83)  -0.290
C (-19.43, -16.55, -3.53)  -0.243
O (-19.93, -15.42, -4.25)  -0.071
O (-17.35, -17.41, -2.76)  -0.055
H (-17.56, -15.76, -4.01)  0.111
H (-17.86, -17.31, -4.74)  0.110
H (-19.57, -16.41, -2.48)  0.105
H (-19.85, -17.55, -3.80)  0.143
H (-19.30, -14.67, -4.09)  0.105
H (-16.40, -17.48, -2.90)  0.074
C (-13.78, -15.82, -4.81)  -0.207
C (-13.23, -16.94, -4.07)  -0.305
O (-12.04, -16.41, -3.79)  -0.003
O (-15.21, -16.05, -5.04)  -0.087
H (-13.35, -15.67, -5.82)  0.135
H (-13.61, -14.94, -4.35)  0.092
H (-12.97, -17.84, -4.61)  0.113
H (-13.90, -17.15, -3.25)  0.129
H (-11.48, -16.61, -4.47)  0.055
H (-15.40, -16.26, -5.94)  -0.007

Results
Largest force on an atom (eV/Å): 12.1
Net charge: 0
Relative energy (zero: lowest compared OMol25 entry of this formula, charge and spin) (kJ/mol): 665.1
DFT total energy (hartree): -1961.40806
HOMO-LUMO gap (eV): 9.19
SMILES string: COCCNCCOC.COCCNCCOC.OCCO.OCCO.OCCO.OCCO.CCO
LUMO energy (eV): 0.21


(2)
A 8-piece molecular cluster, C12H42N2O10 overall at a distorted geometry. Source: the Open Molecules 2025 dataset; level of theory: ωB97M-V/def2-TZVPD.

Each line ends with the natural charge from an NBO analysis.
CARTESIAN COORDINATES (ANGSTROEM)
O (3.79, -5.01, 2.40)  -0.955
H (3.51, -5.34, 3.26)  0.470
H (4.07, -5.81, 1.93)  0.486
O (2.25, -2.88, 0.77)  -0.974
H (1.63, -2.92, 1.51)  0.492
H (3.08, -3.21, 1.14)  0.491
O (0.34, -3.65, 3.01)  -0.952
H (0.97, -4.04, 3.63)  0.477
H (-0.49, -3.61, 3.49)  0.483
O (1.38, -0.98, 4.45)  -0.942
H (1.44, -0.78, 3.51)  0.481
H (0.64, -1.59, 4.52)  0.457
O (4.79, -2.95, 4.17)  -0.932
H (3.84, -3.00, 4.02)  0.463
H (5.14, -3.79, 3.88)  0.469
O (2.33, -1.32, -1.57)  -0.987
H (2.54, -1.88, -0.81)  0.485
H (1.37, -1.39, -1.66)  0.482
C (2.66, 3.42, 0.86)  -0.250
O (2.18, 2.83, 2.04)  -0.543
C (2.51, 1.46, 2.16)  -0.077
C (1.63, 0.53, 1.36)  -0.285
N (0.30, 0.41, 1.94)  -0.646
C (-0.47, -0.69, 1.33)  -0.248
C (-1.93, -0.33, 1.38)  -0.080
O (-2.15, 0.79, 0.56)  -0.560
C (-2.91, 1.83, 1.15)  -0.246
H (2.35, 2.85, -0.03)  0.168
H (3.77, 3.41, 0.86)  0.161
H (2.35, 4.45, 0.84)  0.191
H (2.48, 1.20, 3.22)  0.201
H (3.57, 1.28, 1.90)  0.167
H (2.18, -0.42, 1.39)  0.203
H (1.67, 0.72, 0.27)  0.200
H (-0.13, 1.29, 1.67)  0.364
H (-0.21, -1.61, 1.86)  0.189
H (-0.11, -0.83, 0.30)  0.192
H (-2.21, -0.13, 2.43)  0.177
H (-2.57, -1.17, 1.09)  0.174
H (-2.38, 2.26, 2.01)  0.170
H (-3.88, 1.45, 1.50)  0.170
H (-3.01, 2.62, 0.41)  0.199
C (-0.86, -3.06, -1.46)  -0.256
O (-0.45, -1.85, -2.07)  -0.565
C (-1.54, -1.03, -2.43)  -0.060
C (-1.03, 0.13, -3.26)  -0.233
N (-1.97, 1.21, -3.24)  -0.639
C (-1.71, 2.26, -4.25)  -0.232
C (-2.89, 3.18, -4.34)  -0.070
O (-2.90, 4.02, -3.20)  -0.545
C (-3.80, 5.07, -3.32)  -0.244
H (-1.26, -2.81, -0.46)  0.164
H (0.05, -3.59, -1.18)  0.206
H (-1.51, -3.65, -2.10)  0.178
H (-2.04, -0.65, -1.52)  0.177
H (-2.29, -1.61, -2.99)  0.164
H (-0.85, -0.25, -4.27)  0.191
H (-0.05, 0.46, -2.88)  0.173
H (-2.05, 1.66, -2.33)  0.370
H (-1.58, 1.74, -5.20)  0.193
H (-0.77, 2.75, -3.99)  0.182
H (-3.82, 2.61, -4.41)  0.180
H (-2.75, 3.81, -5.24)  0.163
H (-3.83, 5.62, -2.38)  0.191
H (-4.82, 4.71, -3.52)  0.161
H (-3.56, 5.78, -4.12)  0.163

Results
Largest force on an atom (eV/Å): 1.6
Net charge: 0
Relative energy (zero: lowest compared OMol25 entry of this formula, charge and spin) (kJ/mol): 109.8
DFT total energy (hartree): -1344.21089
HOMO-LUMO gap (eV): 8.19
SMILES string: COCCNCCOC.COCCNCCOC.O.O.O.O.O.O
LUMO energy (eV): -0.36


(3)
A 2-piece molecular cluster, C15H14BrClIN3O4PS overall at a distorted geometry. Source: the Open Molecules 2025 dataset; level of theory: ωB97M-V/def2-TZVPD.

Each line ends with the natural charge from an NBO analysis.
CARTESIAN COORDINATES (ANGSTROEM)
C (-3.31, 2.61, -0.17)  -0.625
C (-2.30, 2.23, -1.29)  -0.418
C (-0.85, 2.37, -0.71)  -0.350
I (0.37, 3.71, -1.92)  0.077
C (-0.19, 1.01, -0.53)  0.096
C (0.23, 0.29, -1.62)  -0.164
C (0.88, -0.95, -1.49)  -0.169
C (1.11, -1.50, -0.25)  0.074
C (1.86, -2.82, -0.19)  -0.491
C (1.12, -3.79, 0.78)  0.108
C (-0.34, -4.12, 0.33)  -0.215
O (0.90, -5.06, 0.27)  -0.522
C (0.67, -0.78, 0.83)  0.119
N (0.91, -1.32, 2.17)  -0.490
C (2.05, -1.09, 2.55)  0.262
S (3.57, -1.23, 2.89)  0.054
C (0.02, 0.45, 0.73)  -0.380
P (-0.63, 1.43, 2.16)  1.257
N (0.33, 2.82, 2.15)  -1.140
O (-0.32, 0.69, 3.63)  -0.979
C (1.23, -1.46, -2.87)  0.697
O (1.41, -2.57, -3.28)  -0.495
N (1.23, -0.25, -3.67)  -0.623
Br (2.83, 0.69, -3.70)  0.246
C (0.14, 0.54, -3.12)  0.700
O (-0.67, 1.17, -3.74)  -0.473
H (-2.91, 2.39, 0.82)  0.237
H (-4.26, 2.07, -0.30)  0.198
H (-3.47, 3.69, -0.18)  0.219
H (-2.45, 2.83, -2.18)  0.225
H (-2.44, 1.16, -1.48)  0.195
H (-0.94, 2.91, 0.23)  0.287
H (2.88, -2.73, 0.18)  0.233
H (1.78, -3.34, -1.14)  0.262
H (1.29, -3.69, 1.85)  0.199
H (-0.75, -4.66, 1.18)  0.207
H (-0.58, -4.32, -0.70)  0.237
H (0.31, 3.23, 3.08)  0.450
H (1.31, 2.57, 1.98)  0.356
H (-0.88, -0.10, 3.65)  0.484
Cl (-1.14, 4.90, 3.06)  -0.948

Results
Largest force on an atom (eV/Å): 4.6
Net charge: -1
DFT total energy (hartree): -5116.62070
HOMO-LUMO gap (eV): 5.17
LUMO energy (eV): 0.99


(4)
C4H6ClNOS in the gas phase at a distorted geometry. Source: the Open Molecules 2025 dataset; level of theory: ωB97M-V/def2-TZVPD.

Each line ends with the natural charge from an NBO analysis.
CARTESIAN COORDINATES (ANGSTROEM)
C (0.37, 0.78, -0.59)  -0.264
C (-0.85, 0.87, 0.29)  -0.447
C (-0.71, -0.11, 1.44)  -0.541
C (1.01, -0.52, -0.98)  0.645
H (1.10, 1.35, -0.06)  0.239
H (-1.78, 0.50, 0.04)  0.233
H (-0.77, 2.07, 0.50)  0.234
H (0.35, 0.21, 1.95)  0.200
H (-1.43, 0.09, 2.30)  0.272
H (1.05, -2.54, -1.00)  0.433
N (0.40, -1.86, -0.65)  -0.786
O (1.96, -0.53, -1.82)  -0.569
S (-0.67, -1.88, 0.78)  0.384
Cl (-0.02, 1.57, -2.20)  -0.033

Results
Largest force on an atom (eV/Å): 5.8
Net charge: 0
Relative energy (zero: lowest compared OMol25 entry of this formula, charge and spin) (kJ/mol): 264.3
DFT total energy (hartree): -1144.30774
HOMO-LUMO gap (eV): 9.25
SMILES string: O=C1NSCC[C@@H]1Cl
LUMO energy (eV): 0.43


(5)
A 2-piece molecular cluster, C18H23F4N2O3 overall at a distorted geometry. Source: the Open Molecules 2025 dataset; level of theory: ωB97M-V/def2-TZVPD.

Each line ends with the natural charge from an NBO analysis.
CARTESIAN COORDINATES (ANGSTROEM)
O (-1.24, 0.34, 3.20)  -0.518
C (-0.23, -0.24, 3.49)  0.631
C (0.53, -1.16, 2.57)  -0.047
C (0.47, -1.29, 1.22)  -0.201
C (1.27, -2.26, 0.66)  -0.178
C (2.07, -3.06, 1.45)  -0.169
C (2.12, -2.92, 2.82)  0.011
C (2.97, -3.83, 3.69)  -0.113
O (2.38, -5.16, 3.65)  -0.510
C (1.58, -5.43, 4.69)  1.163
F (1.02, -6.62, 4.49)  -0.307
F (0.57, -4.55, 4.85)  -0.329
F (2.25, -5.49, 5.85)  -0.319
C (1.33, -1.95, 3.39)  -0.146
C (1.15, -1.53, 4.82)  0.656
O (1.50, -2.02, 5.86)  -0.471
N (0.45, -0.26, 4.73)  -0.092
F (-0.44, -0.08, 5.76)  -0.178
H (-0.19, -0.65, 0.65)  0.216
H (1.26, -2.39, -0.42)  0.218
H (2.68, -3.81, 0.96)  0.233
H (3.01, -3.45, 4.71)  0.236
H (3.97, -3.96, 3.27)  0.217
C (-1.14, 1.98, -0.01)  -0.627
C (0.09, 2.25, -0.88)  -0.432
C (-0.16, 2.87, -2.25)  -0.205
N (-0.94, 2.02, -3.24)  -0.215
C (-0.66, 0.56, -3.09)  -0.405
C (-2.44, 2.30, -3.13)  -0.214
C (-2.67, 3.48, -4.04)  -0.424
C (-1.79, 3.19, -5.24)  -0.431
C (-0.58, 2.44, -4.68)  -0.205
H (-1.85, 1.29, -0.48)  0.191
H (-0.83, 1.52, 0.93)  0.253
H (-1.66, 2.91, 0.22)  0.224
H (0.68, 1.34, -0.98)  0.210
H (0.73, 2.95, -0.34)  0.249
H (0.81, 3.05, -2.71)  0.224
H (-0.68, 3.82, -2.16)  0.226
H (-1.01, 0.21, -2.13)  0.233
H (0.41, 0.41, -3.19)  0.231
H (-1.19, 0.03, -3.88)  0.231
H (-2.96, 1.41, -3.49)  0.224
H (-2.70, 2.49, -2.10)  0.245
H (-2.37, 4.41, -3.55)  0.219
H (-3.72, 3.59, -4.31)  0.257
H (-1.49, 4.10, -5.77)  0.249
H (-2.31, 2.56, -5.96)  0.228
H (0.31, 3.05, -4.66)  0.231
H (-0.38, 1.54, -5.26)  0.231

Results
Largest force on an atom (eV/Å): 2.5
Net charge: +1
DFT total energy (hartree): -1434.11495
HOMO-LUMO gap (eV): 9.94
LUMO energy (eV): -2.71


(6)
C4H8N4O in the gas phase at a distorted geometry. Source: the Open Molecules 2025 dataset; level of theory: ωB97M-V/def2-TZVPD.

Each line ends with the natural charge from an NBO analysis.
CARTESIAN COORDINATES (ANGSTROEM)
C (2.16, -0.87, 0.77)  -0.335
C (-0.18, -0.23, -0.74)  -0.347
C (-1.00, 0.63, 0.11)  0.281
C (0.79, 1.83, -0.16)  0.223
H (1.69, -0.16, 1.70)  0.181
H (3.34, -0.87, 0.96)  0.250
H (1.41, -1.80, 0.80)  0.202
H (-0.08, -1.22, -0.19)  0.246
H (-0.87, -0.32, -1.58)  0.218
H (-3.85, -0.66, 0.17)  0.386
H (-2.56, -1.05, -1.03)  0.355
H (1.67, 2.36, 0.13)  0.216
N (0.92, 0.65, -0.99)  -0.138
N (-2.30, 0.57, 0.30)  -0.215
N (-2.87, -0.66, -0.10)  -0.696
N (-0.42, 1.90, 0.40)  -0.391
O (2.14, -0.09, -0.55)  -0.438

Results
Largest force on an atom (eV/Å): 5.5
Net charge: 0
Relative energy (zero: lowest compared OMol25 entry of this formula, charge and spin) (kJ/mol): 647.8
DFT total energy (hartree): -451.27149
HOMO-LUMO gap (eV): 8.69
SMILES string: CON1C=N/C(=N/N)C1
LUMO energy (eV): 0.41


(7)
C3H6O2P as an isolated structure at a distorted geometry. Source: the Open Molecules 2025 dataset; level of theory: ωB97M-V/def2-TZVPD.

Each line ends with the natural charge from an NBO analysis.
CARTESIAN COORDINATES (ANGSTROEM)
C (-0.38, 0.23, -0.05)  -0.440
C (0.34, 0.00, 1.19)  -0.709
C (0.68, -0.18, -1.12)  -0.776
O (3.87, -1.34, -0.13)  -0.908
O (2.11, 1.98, 0.00)  -1.103
P (1.89, 0.49, 0.06)  1.658
H (-1.38, -0.27, -0.12)  0.190
H (-0.50, 1.40, -0.26)  0.207
H (0.29, 0.69, 2.09)  0.219
H (0.40, -1.04, 1.45)  0.217
H (0.87, -1.20, -1.21)  0.233
H (0.34, 0.15, -2.20)  0.213

Results
Largest force on an atom (eV/Å): 3.8
Net charge: -1
Relative energy (zero: lowest compared OMol25 entry of this formula, charge and spin) (kJ/mol): 581.2
DFT total energy (hartree): -609.60687
HOMO-LUMO gap (spin up / spin down) (eV): 7.28 / 6.74
LUMO energy (spin up / spin down) (eV): 3.69 / 3.89